Computed, not measured: C29H22Cl2F5NO2STb as an isolated structure, with ωB97M-V/def2-TZVPD.

Results
DFT total energy   -3965.81724 a.u.
Relative energy (zero: lowest compared OMol25 entry of this formula, charge and spin)   0.0 kJ/mol
HOMO (spin up / spin down)   -10.66 / -10.67 eV
Kohn-Sham gap (spin up / spin down)   0.289 / 0.296 Eh
LUMO (spin up / spin down)   -2.8 / -2.6 eV
Net charge   +1
2S+1   7

Each line ends with the Mulliken charge.
Element x y z (Å)
Tb  -0.253  -0.821  0.489  0.495
C  -0.260  -4.378  -1.548  -1.821
C  -0.230  -3.827  -0.153  0.908
C  1.001  -3.585  0.476  -0.539
C  1.070  -3.182  1.807  0.872
C  2.376  -3.160  2.544  -1.698
C  -0.132  -2.894  2.484  -0.892
C  -1.372  -3.106  1.875  0.889
C  -2.661  -2.885  2.617  -1.510
C  -1.401  -3.598  0.561  -0.498
H  0.367  -3.777  -2.205  0.342
H  -1.273  -4.390  -1.948  0.361
H  0.123  -5.400  -1.551  0.471
H  1.913  -3.834  -0.056  0.498
H  2.436  -4.049  3.177  0.422
H  2.461  -2.282  3.180  0.336
H  3.216  -3.178  1.852  0.402
H  -0.086  -2.631  3.535  0.429
H  -3.233  -3.813  2.644  0.374
H  -3.276  -2.138  2.111  0.275
H  -2.483  -2.556  3.639  0.400
H  -2.359  -3.836  0.115  0.444
F  5.669  2.017  -1.744  -0.314
C  4.771  1.605  -0.861  0.856
C  3.793  0.700  -1.236  -0.378
F  3.748  0.218  -2.474  -0.347
C  2.866  0.314  -0.294  -0.007
F  1.903  -0.590  -0.666  -0.014
C  2.837  0.760  1.019  0.902
S  1.646  0.199  2.149  -0.395
C  3.851  1.656  1.365  -0.094
F  3.899  2.144  2.601  -0.404
C  4.793  2.079  0.444  0.282
F  5.714  2.970  0.795  -0.307
Cl  -1.370  1.550  1.623  -0.063
C  -0.178  2.590  0.875  1.573
C  0.539  3.496  1.628  -0.740
C  1.506  4.266  1.002  -0.791
C  1.780  4.092  -0.346  -0.502
C  1.062  3.165  -1.081  0.445
Cl  1.405  2.935  -2.763  -0.170
C  0.039  2.418  -0.493  -1.416
N  -0.747  1.499  -1.234  0.301
C  -2.154  1.840  -1.424  1.371
C  -2.682  3.047  -0.986  -0.905
C  -4.039  3.304  -1.107  -0.801
C  -4.878  2.364  -1.680  -0.820
C  -4.342  1.186  -2.174  -1.047
C  -2.984  0.922  -2.074  0.405
C  -2.408  -0.383  -2.577  -0.985
C  -1.682  -1.010  -1.415  1.091
O  -2.212  -1.019  -0.261  -0.572
O  -0.478  -1.378  -1.536  -0.537
H  0.366  3.585  2.691  0.465
H  2.077  4.981  1.578  0.434
H  2.546  4.678  -0.835  0.515
H  -0.319  1.358  -2.145  0.484
H  -2.038  3.798  -0.550  0.439
H  -4.440  4.243  -0.750  0.432
H  -5.941  2.552  -1.749  0.411
H  -4.985  0.455  -2.649  0.409
H  -1.682  -0.241  -3.377  0.296
H  -3.194  -1.046  -2.936  0.538